Record 1
16
Properties=species:S:1:pos:R:3:forces:R:3:nbo_charge:R:1 method="wB97M-V/def2-TZVPD" e_homo_ev=-7.89 spin_multiplicity=1 orbital_gap_ev=8.87 de_lowest_kj_mol=264.8
C -0.685896 2.132277 -0.531018 -0.3 0.1 -0.1 -0.245
C 0.033094 -0.682522 0.277238 0.0 0.1 0.0 -0.191
C -1.210730 -0.954456 1.053150 -0.1 0.0 0.0 -0.638
C 1.195867 -1.544539 -0.171811 0.0 -0.4 0.0 -0.211
N 1.967098 -0.280175 -0.415531 0.1 0.1 -0.2 -0.602
C 0.763091 0.383086 -0.094551 -0.1 0.0 0.0 0.457
O 0.628000 1.716983 -0.181934 0.1 -0.1 0.0 -0.495
H -0.745549 3.202467 -0.331847 0.0 -0.1 0.0 0.195
H -1.449295 1.611893 0.054822 0.1 0.1 -0.1 0.179
H -0.870041 1.945587 -1.595689 0.0 0.0 0.1 0.177
H -2.032774 -1.337404 0.434892 0.1 0.0 0.1 0.212
H -1.566795 -0.050192 1.558569 0.0 -0.2 -0.1 0.215
H -1.017545 -1.697528 1.837043 0.0 0.1 -0.1 0.219
H 1.663928 -2.191542 0.577296 0.0 0.1 -0.1 0.188
H 1.034402 -2.106382 -1.099865 0.0 0.1 0.1 0.184
H 2.293144 -0.147553 -1.370764 0.0 0.0 0.1 0.355

=====

Record 2
50
Properties=species:S:1:pos:R:3:forces:R:3:nbo_charge:R:1 method="wB97M-V/def2-TZVPD" e_homo_ev=-8.22 smiles="O=C(O)c1c(Cc2cc3c(cc2Cl)OCO3)c(-c2ccccc2)nn1CC1OCCO1" spin_multiplicity=1 orbital_gap_ev=8.80 de_lowest_kj_mol=13.3
O -1.746420 1.567668 2.190220 0.1 0.4 0.4 -0.592
Cl -0.589409 -2.899142 0.297951 0.2 0.7 0.0 -0.012
N -2.853524 0.327630 -1.624413 -2.8 -1.6 -1.4 -0.225
O 0.048676 2.407752 1.145157 -1.4 -1.7 -3.5 -0.681
O 2.443794 -1.921288 4.200986 0.0 0.4 0.0 -0.487
O 3.712420 -0.213224 3.196969 -1.5 -0.5 1.3 -0.487
O -2.659277 3.639041 -0.270273 -0.7 0.2 0.6 -0.535
O -4.573007 3.709797 0.977458 -0.2 -0.7 -0.1 -0.529
C -1.122312 1.664843 1.156003 -0.2 1.4 3.1 0.779
C -1.691484 -0.215897 -1.781674 1.6 -1.9 -1.7 0.101
C -1.608857 0.998700 0.012678 2.3 -1.3 -2.4 -0.013
C -0.776901 0.216608 -0.813928 -0.3 0.6 0.5 -0.033
C -1.242091 -2.880961 -5.143005 1.1 -2.0 1.6 -0.200
C -1.095479 -1.490467 -5.275514 -0.1 -1.4 -1.5 -0.236
C -1.353078 -3.555414 -3.877578 0.2 4.0 -0.6 -0.213
C 1.055319 -2.431510 2.197421 0.8 -1.1 4.7 -0.284
C -1.246130 -0.633004 -4.236269 -0.2 -0.4 3.0 -0.183
C -1.499417 -2.633652 -2.769134 -0.5 -0.1 -0.6 -0.193
C 2.272189 -0.157282 1.168201 2.1 1.7 1.3 -0.230
C 0.649052 -1.917859 1.074873 -1.0 2.0 -4.3 0.006
C 1.995450 -1.710815 2.916122 0.3 0.1 1.6 0.235
C 2.628852 -0.611489 2.435472 0.5 -0.1 -2.2 0.252
C -1.493958 -1.202061 -2.920421 0.5 -0.3 -1.4 -0.047
C 1.215584 -0.721475 0.531315 -1.3 0.2 -1.4 -0.058
N -2.873666 0.936195 -0.493720 1.2 1.5 2.0 -0.099
C 3.314549 -0.772056 4.482779 0.6 -2.2 -1.5 0.221
C 0.747722 0.017528 -0.747958 -1.9 -2.5 0.5 -0.431
C -2.532512 4.684537 0.689227 0.9 -0.2 1.4 -0.112
C -3.906218 4.932186 1.268531 -2.0 1.4 0.6 -0.093
C -4.006726 3.114073 -0.164184 0.6 1.6 -1.6 0.392
C -4.032802 1.596498 0.010281 1.7 2.2 1.2 -0.263
H 0.214838 2.630079 2.025703 0.3 0.5 2.5 0.491
H -1.011141 -3.563368 -5.970749 -0.3 0.7 -0.1 0.206
H -0.808301 -1.178618 -6.275929 -0.2 0.4 0.1 0.215
H -1.171275 -4.628777 -3.790356 -0.5 0.4 0.1 0.224
H 0.464941 -3.228784 2.640777 0.6 -0.1 0.0 0.249
H -1.130461 0.455254 -4.291171 -0.1 -0.5 -0.2 0.221
H -1.703981 -3.083665 -1.789806 0.2 0.5 -0.6 0.216
H 2.881376 0.703395 0.776636 -1.1 -0.9 0.1 0.230
H 2.839407 -0.059629 5.112438 -0.6 0.7 0.4 0.162
H 4.129657 -1.299577 4.930365 0.9 0.6 0.5 0.183
H 1.058315 -0.682240 -1.534055 -0.3 0.6 -0.5 0.241
H 1.150158 0.992021 -0.892631 0.9 0.5 0.2 0.242
H -1.939914 4.413571 1.569859 0.2 -0.9 -0.2 0.171
H -1.922208 5.494411 0.325257 -0.5 0.6 -0.8 0.202
H -3.995872 5.176265 2.404942 0.6 -0.9 -1.9 0.205
H -4.542479 5.735230 0.824582 0.8 -0.2 -0.2 0.173
H -4.511082 3.409305 -1.187458 0.5 -0.3 2.0 0.149
H -4.213547 1.469204 1.055419 0.5 -0.6 0.8 0.244
H -4.880139 1.333122 -0.465173 -2.5 -1.7 -1.9 0.229

=====

Record 3
87
Properties=species:S:1:pos:R:3:forces:R:3:lowdin_charge:R:1 method="wB97M-V/def2-TZVPD" e_homo_ev=-10.40 total_charge=+1 spin_multiplicity=1 orbital_gap_ev=8.02
C 2.523380 0.927596 2.118379 -0.1 -0.1 0.7 -0.061
C 3.917625 0.462602 2.508347 0.2 0.1 0.2 -0.213
O 4.816648 0.387758 1.398417 -0.2 -0.2 -0.5 -0.010
C 4.422840 -0.395237 0.344456 -0.5 1.1 -2.0 -0.450
O 4.124424 0.140715 -0.721625 0.6 -0.8 1.9 0.096
C 4.419491 -1.888818 0.503747 0.2 0.1 0.4 -0.071
C 3.276234 -2.430502 1.391737 0.2 -0.3 0.2 -0.228
C 2.531022 -3.594883 0.730291 -0.2 0.4 -0.1 -0.190
Si 1.286966 -3.072105 -0.602119 1.0 -0.5 -0.7 0.520
C 1.060837 -1.216602 -0.543558 -0.3 0.1 0.3 -0.124
O -0.133642 -3.928437 -0.508057 0.0 0.8 0.6 -0.308
Si -1.370323 -3.370724 0.481190 -0.3 -0.9 -0.4 0.570
B -2.437003 -5.013886 1.013251 -0.2 -0.5 0.1 -0.491
C -2.250127 -6.376032 0.254601 -0.2 0.7 0.0 -0.030
O -3.342797 -4.994142 2.055377 0.3 -0.6 -0.1 0.055
B -0.757560 -2.473395 2.172554 0.2 0.4 0.4 -0.714
N -0.330310 -3.279379 3.271243 0.6 0.4 -0.5 0.168
O -0.793310 -1.115185 2.412313 -0.1 0.0 0.1 0.058
C -2.488209 -2.268535 -0.598031 0.0 0.3 0.1 -0.706
Br -2.011019 -2.153032 -2.462702 -0.2 -0.2 0.2 0.806
C -3.582868 -1.598652 -0.220619 0.5 -0.1 -0.5 -0.802
C -4.468407 -0.765769 -1.096827 0.1 0.1 0.5 -0.159
Br -4.090431 -1.699076 1.603596 0.0 0.0 0.1 0.877
C 2.072068 -3.549135 -2.282302 -0.7 0.5 0.0 -0.349
F 2.898542 -4.668946 -2.138469 0.3 -0.1 0.2 -0.063
C 2.794796 -2.444883 -3.036212 0.0 -0.1 -0.4 -0.226
C 1.830985 -1.570712 -3.850500 0.0 0.2 0.6 -0.088
H 2.415014 1.996776 2.270750 0.1 0.2 -0.3 0.071
H 1.817563 0.457832 2.801850 -0.2 -0.1 0.0 0.081
H 2.253108 0.658144 1.104686 0.0 0.1 -0.1 0.051
H 4.366525 1.181066 3.183774 0.2 0.1 0.0 0.123
H 3.896311 -0.478772 3.048606 0.0 -0.3 -0.1 0.108
H 5.374355 -2.185610 0.932308 0.1 0.0 0.1 0.134
H 4.386131 -2.331708 -0.483661 -0.1 0.1 -0.2 0.110
H 2.605521 -1.631007 1.689447 -0.2 0.0 -0.1 0.071
H 3.719143 -2.801639 2.312784 0.0 0.1 0.2 0.112
H 3.275808 -4.235904 0.263785 0.0 -0.2 -0.2 0.082
H 2.064723 -4.208822 1.497444 -0.2 -0.1 0.1 0.071
H 0.189750 -0.851776 -1.080851 -0.1 -0.1 -0.2 0.003
H 1.928948 -0.699766 -0.946256 0.2 -0.1 -0.1 0.030
H 0.962970 -0.871130 0.485275 -0.1 -0.1 0.1 0.012
H -3.189176 -6.598346 -0.255625 -0.1 -0.1 -0.2 0.076
H -2.106697 -7.170059 0.982975 0.1 -0.2 0.1 0.071
H -1.438804 -6.344636 -0.462959 0.1 -0.2 -0.2 0.047
H -2.944416 -4.758111 2.894482 -0.2 0.7 0.2 0.089
H 0.311043 -4.024066 3.037004 -0.3 -0.4 0.2 0.072
H 0.055893 -2.735316 4.033144 -0.1 -0.1 0.2 0.087
H -1.223305 -0.658495 1.688914 -0.1 0.2 -0.2 0.050
H -5.154288 -0.197167 -0.479509 -0.3 0.0 0.0 0.060
H -5.017343 -1.396403 -1.786593 -0.1 -0.1 -0.2 0.090
H -3.868567 -0.057406 -1.658439 0.0 -0.2 -0.2 0.023
H 1.235003 -3.859460 -2.911441 0.0 -0.3 -0.1 0.108
H 3.472919 -2.922426 -3.740621 0.1 -0.2 0.0 0.116
H 3.404133 -1.819937 -2.388803 0.1 0.1 0.1 0.077
H 0.901117 -2.097785 -4.041372 -0.1 -0.1 -0.3 0.054
H 2.289690 -1.252844 -4.777769 0.0 0.0 -0.2 0.073
H 1.552424 -0.674703 -3.301097 0.0 0.2 0.1 0.056
C -0.897482 2.991932 1.793299 0.3 0.1 0.1 -0.045
C -1.832664 3.924442 1.057377 -0.2 -0.2 0.1 -0.156
N -1.148410 5.020466 0.275467 0.1 0.2 0.0 -0.269
C -0.378998 5.876749 1.237768 0.0 -0.1 0.0 0.013
C -2.190735 5.939984 -0.322236 -0.2 -0.1 -0.2 -0.153
C -3.132443 5.354995 -1.362039 0.1 0.0 -0.1 -0.041
C -0.130007 4.526218 -0.733741 0.0 -0.1 0.0 -0.064
C -0.539352 3.495717 -1.769027 -0.1 -0.2 -0.1 -0.189
O -0.960016 2.302363 -1.150435 -0.1 0.2 0.0 -0.201
C -1.845035 1.499041 -1.930180 0.1 0.0 0.2 -0.069
H -0.351110 3.495082 2.590458 -0.1 0.0 0.1 0.083
H -1.484307 2.202413 2.259915 -0.1 0.0 0.0 0.098
H -0.182430 2.516485 1.126707 -0.1 -0.1 0.0 0.069
H -2.493427 4.432712 1.761619 0.0 0.1 0.0 0.140
H -2.455402 3.369416 0.366832 0.1 0.0 -0.1 0.110
H -1.055571 6.213725 2.017839 0.0 0.0 0.0 0.120
H 0.026637 6.725774 0.694725 0.0 0.0 0.0 0.115
H 0.432293 5.298271 1.663934 0.0 0.0 0.0 0.104
H -1.646855 6.783035 -0.744877 0.0 0.0 0.0 0.135
H -2.765756 6.301774 0.528581 0.1 0.0 0.1 0.132
H -2.690910 5.353282 -2.355031 0.0 -0.1 0.0 0.078
H -4.009896 5.997352 -1.423085 0.0 0.0 0.1 0.097
H -3.481792 4.352892 -1.123587 0.0 0.0 0.0 0.079
H 0.687853 4.118183 -0.143998 0.0 0.0 0.0 0.135
H 0.229468 5.420855 -1.241531 0.1 0.0 0.0 0.148
H 0.362491 3.293563 -2.360097 0.0 0.2 0.0 0.148
H -1.289598 3.877505 -2.460426 -0.1 0.0 0.1 0.105
H -1.816703 1.766978 -2.986536 0.1 0.0 0.0 0.105
H -2.868267 1.609983 -1.557406 0.1 0.1 -0.1 0.077
H -1.546924 0.457685 -1.821000 0.0 0.1 0.0 0.022

=====

Record 4
52
Properties=species:S:1:pos:R:3:forces:R:3:nbo_charge:R:1 method="wB97M-V/def2-TZVPD" e_homo_ev=-8.74 spin_multiplicity=1 orbital_gap_ev=8.14 de_lowest_kj_mol=0.0
C 3.641829 1.115241 3.032752 0.0 -0.1 -0.5 -0.251
O 2.678067 1.605035 2.086328 0.6 -0.5 0.6 -0.547
C 1.809543 0.579360 1.659475 0.4 -0.2 1.0 0.100
C 0.442852 0.856862 2.307491 0.1 -0.3 -0.6 -0.066
C -0.431813 -0.203305 2.541765 -0.4 0.5 0.1 -0.226
C -1.689300 0.047283 3.107355 0.1 -0.3 -0.2 -0.212
C -2.073316 1.351744 3.415906 0.1 0.1 0.2 -0.220
C -1.183560 2.407860 3.192619 0.1 -0.2 -0.3 -0.220
C 0.061568 2.165526 2.603251 -0.3 0.0 0.2 -0.145
H 4.193503 1.973118 3.420697 -0.2 -0.1 0.0 0.197
H 3.159858 0.551298 3.850465 0.0 0.3 -0.2 0.169
H 4.345515 0.440869 2.519813 -0.1 0.2 0.2 0.191
H 2.166510 -0.424191 1.973683 -0.1 0.5 0.2 0.204
H -0.138377 -1.208793 2.237564 -0.1 0.1 0.3 0.203
H -2.367648 -0.792054 3.291646 0.2 0.4 -0.1 0.212
H -3.061536 1.546317 3.847829 0.4 -0.1 -0.1 0.216
H -1.457105 3.428340 3.458190 0.0 -0.2 -0.1 0.215
H 0.734282 2.994346 2.372207 -0.2 -0.3 0.2 0.228
C -2.455904 -2.949369 -3.192035 0.0 0.1 -0.7 -0.653
C -2.134344 -2.981227 -1.720197 0.2 -0.5 0.1 0.276
C -3.325078 -2.533846 -0.905418 -0.2 0.3 0.4 -0.651
C -1.661930 -4.370268 -1.311313 0.3 -0.2 0.2 -0.623
O -0.958044 -2.104433 -1.406755 -0.7 0.7 -0.4 -0.528
C -1.088945 -0.796802 -1.707683 -1.2 -0.7 -0.7 0.934
N -0.022350 -0.072620 -1.134785 0.0 -0.2 0.1 -0.415
C 0.946656 -0.570657 -0.337769 0.4 2.0 0.9 0.289
C 1.781029 0.502665 0.157883 -1.4 0.2 -2.0 -0.370
B 3.671673 0.297231 -0.441552 -0.6 -0.2 0.3 1.343
F 3.481217 0.024777 -1.761579 0.4 0.0 0.1 -0.528
F 4.240380 1.499413 -0.141291 0.0 -0.6 -0.3 -0.518
F 4.037001 -0.745454 0.373831 0.2 0.1 -0.4 -0.534
C 1.322940 1.696952 -0.654671 -0.3 -0.4 0.5 0.058
C 0.152967 1.327607 -1.311477 0.5 -0.6 -0.7 0.098
C -0.523915 2.087910 -2.237565 -0.1 0.9 -0.4 -0.223
C 0.042084 3.326730 -2.563433 0.1 -0.4 0.4 -0.206
C 1.255804 3.714898 -1.966850 0.1 -0.1 0.3 -0.205
C 1.893910 2.922347 -0.994391 -0.1 0.4 -0.3 -0.211
O -1.992145 -0.293354 -2.360977 1.7 -0.6 1.4 -0.596
H -1.584617 -3.229049 -3.792670 -0.1 0.0 0.1 0.219
H -3.258589 -3.664373 -3.406511 0.2 0.0 0.1 0.221
H -2.796614 -1.957245 -3.489948 0.0 -0.3 -0.1 0.249
H -3.080353 -2.496885 0.162409 0.0 0.0 -0.2 0.217
H -3.654962 -1.547252 -1.240980 0.0 -0.2 0.2 0.239
H -4.157155 -3.235287 -1.038231 0.2 0.1 0.0 0.225
H -1.362648 -4.397892 -0.253294 -0.1 0.1 -0.3 0.218
H -2.461041 -5.111394 -1.454019 0.1 0.3 0.0 0.223
H -0.801465 -4.684106 -1.920881 -0.2 0.1 0.2 0.222
H 0.954758 -1.602714 -0.032308 -0.1 -0.1 0.0 0.235
H -1.432508 1.680335 -2.671008 0.4 0.5 -0.1 0.258
H -0.444805 3.965282 -3.299952 0.2 -0.1 0.2 0.220
H 1.727119 4.651629 -2.283524 -0.2 -0.4 0.2 0.218
H 2.858998 3.211579 -0.580117 -0.4 0.0 -0.1 0.250

=====

Record 5
17
Properties=species:S:1:pos:R:3:forces:R:3:nbo_charge:R:1 method="wB97M-V/def2-TZVPD" e_homo_ev=-4.30 total_charge=-1 spin_multiplicity=1 orbital_gap_ev=8.28 de_lowest_kj_mol=102.3
C 0.765002 -2.294290 0.940827 -0.1 1.2 0.5 -0.650
C -0.653887 -2.315608 0.418305 -0.4 1.5 -0.4 -0.324
C -1.240360 -1.273769 -0.228164 1.2 -0.2 1.3 0.117
O -2.527443 -1.382636 -0.728023 0.2 0.0 0.0 -0.724
H 1.413201 -2.841222 0.233126 0.0 0.0 0.7 0.195
H 1.142357 -1.251551 1.056128 -0.2 -0.6 -0.6 0.267
H 0.787034 -2.677438 1.980525 0.2 -0.4 -0.6 0.180
H -1.193815 -3.210779 0.662627 -0.5 -0.5 -0.4 0.171
H -0.724701 -0.261797 -0.242727 -0.7 -1.4 -0.6 0.254
H -2.670136 -0.710958 -1.407055 0.3 0.1 0.3 0.484
O -0.352329 1.549945 -1.425019 0.7 0.3 1.2 -0.814
C 0.511177 1.763018 -0.499446 -0.4 -1.0 -1.6 0.756
O 1.136350 0.874340 0.136237 -0.3 0.8 0.1 -0.789
C 0.847780 3.231805 -0.274587 -0.3 -0.2 0.5 -0.720
H 0.674152 3.515207 0.749228 0.0 0.0 0.7 0.195
H 1.873372 3.442852 -0.499332 0.7 0.0 -0.2 0.200
H 0.212248 3.842881 -0.872649 -0.4 0.4 -0.6 0.202

=====

Record 6
15
Properties=species:S:1:pos:R:3:forces:R:3:nbo_charge:R:1 method="wB97M-V/def2-TZVPD" e_homo_ev="-7.67 / -7.67" spin_multiplicity=1 orbital_gap_ev="8.08 / 8.08" de_lowest_kj_mol=398.8
C -1.775244 0.130334 0.982470 0.0 -0.1 0.0 -0.235
N -0.486188 -0.010478 0.806780 0.0 0.0 0.0 -0.360
C 0.234309 -0.521783 -0.221985 -0.1 0.0 0.1 -0.173
C 1.729174 -0.564627 -0.031588 0.0 -0.2 -0.1 -0.072
O 2.156694 0.539669 0.758697 0.0 0.2 -0.1 -0.723
C -0.437309 -1.197553 -1.256546 -0.4 -0.5 -0.7 0.229
N -1.007307 -1.760394 -2.103255 0.5 0.5 0.8 -0.345
H -2.454207 -0.281328 0.245772 0.1 0.1 0.1 0.214
H -2.122721 0.645145 1.867137 0.1 -0.1 -0.1 0.203
H -1.467934 1.784035 -0.978942 0.1 0.0 -0.1 -0.011
H 0.137406 0.400895 1.504433 -0.2 0.0 0.0 0.437
H -0.841779 1.537828 -1.307601 -0.1 0.1 0.0 -0.007
H 2.222161 -0.589561 -1.012259 -0.1 0.0 0.2 0.189
H 2.059855 -1.449071 0.526829 0.0 0.1 -0.1 0.182
H 2.053086 1.336891 0.220060 0.1 -0.1 0.1 0.473